Record 1
Entry from the Open Molecules 2025 dataset: the molecule C23H27ClN4O (ωB97M-V/def2-TZVPD).

## Properties
SMILES: C=C(C)CNC(=O)[C@@H](c1cccn2ccnc12)N(CC(C)C)c1ccc(Cl)cc1
Energy above the lowest of the compared OMol25 structures with the same formula, charge and spin, kcal per mole: 13.3
E_tot, Ha: -1647.106520

Geometry (Å):
1 C -3.6698 1.1273 -3.8420
2 C -2.6768 0.3377 -3.4560
3 C -2.8495 -1.1370 -3.2218
4 C -1.2883 0.8794 -3.2462
5 N -0.9097 0.7654 -1.8480
6 C 0.1987 1.3623 -1.3930
7 O 0.9319 2.0429 -2.0966
8 C 0.5911 1.1657 0.0833
9 C -0.4717 1.1280 1.1749
10 C -0.2978 1.9423 2.2578
11 C -1.1346 1.8809 3.4058
12 C -2.1391 0.9814 3.4564
13 N -2.3437 0.1615 2.3792
14 C -3.3027 -0.8068 2.1778
15 C -3.0750 -1.2844 0.9199
16 N -2.0170 -0.6586 0.3380
17 C -1.5691 0.2126 1.2286
18 N 1.5723 0.0712 0.2081
19 C 2.5087 0.2466 1.3126
20 C 3.4828 1.4096 1.1171
21 C 4.1656 1.3442 -0.2435
22 C 4.4970 1.3924 2.2573
23 C 1.0527 -1.2449 0.0522
24 C 0.7667 -2.0618 1.1430
25 C 0.2047 -3.3157 0.9612
26 C -0.0753 -3.7504 -0.3220
27 Cl -0.8169 -5.3083 -0.5567
28 C 0.2393 -2.9721 -1.4237
29 C 0.8174 -1.7290 -1.2314
30 H -3.5139 2.1858 -4.0093
31 H -4.6678 0.7389 -4.0047
32 H -2.5454 -1.4203 -2.2105
33 H -3.8844 -1.4435 -3.3685
34 H -2.2193 -1.7055 -3.9114
35 H -0.5708 0.3289 -3.8683
36 H -1.2265 1.9257 -3.5440
37 H -1.4164 0.1267 -1.2372
38 H 1.1568 2.0767 0.2668
39 H 0.5197 2.6530 2.2510
40 H -0.9649 2.5388 4.2449
41 H -2.8108 0.8554 4.2923
42 H -4.0368 -1.0444 2.9264
43 H -3.6249 -2.0529 0.4012
44 H 2.0004 0.3639 2.2837
45 H 3.0948 -0.6742 1.3720
46 H 2.9350 2.3567 1.1814
47 H 4.6838 0.3879 -0.3605
48 H 3.4442 1.4403 -1.0542
49 H 4.9046 2.1417 -0.3399
50 H 5.1036 0.4839 2.2168
51 H 5.1725 2.2460 2.1908
52 H 4.0073 1.4253 3.2333
53 H 0.9597 -1.7091 2.1485
54 H -0.0311 -3.9457 1.8080
55 H 0.0451 -3.3447 -2.4204
56 H 1.0941 -1.1176 -2.0804

---

Record 2
Entry from the Open Molecules 2025 dataset: the molecule C23H27ClN4O2 (ωB97M-V/def2-TZVPD).

## Properties
SMILES: Cc1cc(C)c2cc(CN(CCN(C)C)C(=O)Nc3ccccc3Cl)c(=O)[nH]c2c1
Energy above the lowest of the compared OMol25 structures with the same formula, charge and spin, kcal per mole: 0.0
E_tot, Ha: -1722.409021

Geometry (Å):
1 C -6.6638 -1.1395 0.6589
2 C -5.1719 -1.1281 0.5441
3 C -4.3961 -0.7593 1.6489
4 C -3.0199 -0.7321 1.6034
5 C -2.2270 -0.3205 2.8053
6 C -2.3703 -1.0900 0.4034
7 C -0.9528 -1.0838 0.2433
8 C -0.3635 -1.3806 -0.9363
9 C 1.1282 -1.3284 -1.1710
10 N 1.8680 -0.6083 -0.1591
11 C 2.7496 -1.3866 0.6903
12 C 4.0029 -1.9045 -0.0369
13 N 5.1955 -1.1534 0.3088
14 C 5.1575 0.2039 -0.1966
15 C 6.3902 -1.8398 -0.1354
16 C 1.6654 0.7108 0.1329
17 O 2.2468 1.2704 1.0436
18 N 0.7613 1.3484 -0.6920
19 C 0.2310 2.6180 -0.5176
20 C 0.8784 3.6282 0.1910
21 C 0.3068 4.8808 0.3099
22 C -0.9140 5.1598 -0.2799
23 C -1.5745 4.1701 -0.9882
24 C -1.0074 2.9159 -1.0975
25 Cl -1.8661 1.6762 -1.9748
26 C -1.1586 -1.7542 -2.1016
27 O -0.6998 -2.0281 -3.1978
28 N -2.5149 -1.7774 -1.8817
29 C -3.1482 -1.4504 -0.7134
30 C -4.5407 -1.4703 -0.6329
31 H -7.0291 -0.1464 0.9170
32 H -7.1269 -1.4498 -0.2739
33 H -6.9756 -1.8221 1.4483
34 H -4.9010 -0.4852 2.5640
35 H -2.8900 -0.0688 3.6288
36 H -1.6116 0.5500 2.5809
37 H -1.5686 -1.1259 3.1283
38 H -0.3395 -0.8080 1.0884
39 H 1.3047 -0.9131 -2.1727
40 H 1.5090 -2.3534 -1.1986
41 H 3.0592 -0.7502 1.5206
42 H 2.1817 -2.2331 1.0908
43 H 3.8241 -1.8987 -1.1283
44 H 4.1783 -2.9402 0.2654
45 H 6.0748 0.7128 0.0945
46 H 5.0691 0.2411 -1.2947
47 H 4.3201 0.7367 0.2447
48 H 6.4373 -1.9542 -1.2307
49 H 6.4298 -2.8295 0.3187
50 H 7.2629 -1.2763 0.1904
51 H 0.2341 0.7824 -1.3425
52 H 1.8249 3.4061 0.6541
53 H 0.8261 5.6475 0.8641
54 H -1.3561 6.1400 -0.1920
55 H -2.5293 4.3662 -1.4508
56 H -3.0841 -2.0242 -2.6831
57 H -5.1165 -1.7513 -1.5032

---

Record 3
Entry from the Open Molecules 2025 dataset: a structure of composition C23H27CoN4SSi2 in a non-equilibrium geometry (ωB97M-V/def2-TZVPD).

## Properties
E_tot, Ha: -3471.643754

Geometry (Å):
1 Co -0.0107 -0.0267 -0.0389
2 N 1.2476 2.8570 -2.8524
3 C 0.6898 2.1004 -1.8767
4 S 1.0357 0.4022 -1.8787
5 N -0.0435 2.7797 -1.0026
6 N -0.4893 1.8762 -0.0580
7 C -1.1515 2.2880 0.9307
8 C -1.5264 3.7021 1.2015
9 C -1.2101 4.2847 2.4215
10 C -1.5503 5.6062 2.6811
11 C -2.2185 6.3474 1.7169
12 C -2.5367 5.7665 0.4950
13 C -2.1871 4.4509 0.2352
14 C -1.5344 1.1840 1.8876
15 C -2.3695 1.3707 2.9631
16 C -2.6735 0.2905 3.7848
17 C -2.1306 -0.9400 3.4945
18 C -1.3182 -1.0580 2.3797
19 N -1.0309 -0.0179 1.5899
20 H 1.5980 2.3870 -3.6686
21 H 0.8689 3.7814 -2.9751
22 H -0.6774 3.7096 3.1709
23 H -1.2898 6.0532 3.6310
24 H -2.4882 7.3763 1.9155
25 H -3.0550 6.3416 -0.2607
26 H -2.4208 4.0003 -0.7207
27 H -2.7871 2.3506 3.1482
28 H -3.3332 0.4216 4.6321
29 H -2.3287 -1.8100 4.1043
30 H -0.8770 -2.0002 2.0824
31 C 3.4311 -1.0528 0.0303
32 Si 1.7734 -1.2330 0.8024
33 C 1.9981 -1.0927 2.6364
34 C 1.2034 -2.9876 0.4606
35 C 1.9713 -4.0706 0.9317
36 C 1.6029 -5.3882 0.6982
37 C 0.4442 -5.6536 -0.0217
38 C -0.3200 -4.5977 -0.4943
39 C 0.0402 -3.2552 -0.2645
40 Si -1.0351 -1.8789 -0.9524
41 C -1.0625 -2.0799 -2.7811
42 C -2.7618 -2.1928 -0.3518
43 H 4.1036 -1.8009 0.4647
44 H 3.8530 -0.0623 0.2193
45 H 3.3827 -1.1992 -1.0478
46 H 2.7123 -1.8582 2.9594
47 H 1.0752 -1.2313 3.1980
48 H 2.4141 -0.1164 2.9032
49 H 2.8828 -3.8841 1.4935
50 H 2.2132 -6.2021 1.0716
51 H 0.1431 -6.6769 -0.2137
52 H -1.2205 -4.8259 -1.0585
53 H -1.4485 -3.0764 -3.0214
54 H -0.0673 -1.9726 -3.2104
55 H -1.7154 -1.3376 -3.2484
56 H -3.0988 -3.1585 -0.7440
57 H -3.4476 -1.4258 -0.7243
58 H -2.8453 -2.2228 0.7352

---

Record 4
Entry from the Open Molecules 2025 dataset: a structure of composition C23H27FeN3OSSi in a non-equilibrium geometry (ωB97M-V/def2-TZVPD).

## Properties
2S+1: 5
Energy above the lowest of the compared OMol25 structures with the same formula, charge and spin, kcal per mole: 0.0
E_tot, Ha: -3083.486792

Geometry (Å):
1 Fe -0.8572 -0.2112 -0.2861
2 C -0.3319 -1.8862 4.9657
3 Si 0.7875 -0.4356 4.7191
4 C 2.4780 -1.0912 4.3408
5 C 0.9251 0.5840 6.2952
6 C -0.0081 0.6871 3.3600
7 C -0.1585 2.0749 3.5576
8 C -0.6760 2.9119 2.5727
9 C -0.8676 2.3399 1.2970
10 N -0.6076 1.0653 1.0499
11 C -0.2465 0.2127 2.0322
12 S 0.0323 -1.3984 1.5394
13 H -1.3399 -1.4860 5.1620
14 H 0.0448 -2.5056 5.8788
15 H -0.3857 -2.5708 4.0978
16 H 2.6746 -1.8250 5.1487
17 H 3.2448 -0.2982 4.3796
18 H 2.6741 -1.6600 3.3716
19 H 1.4059 -0.1196 6.9863
20 H 0.0268 1.0477 6.7248
21 H 1.6732 1.4396 6.0776
22 H 0.0877 2.3925 4.5204
23 H -0.9338 3.9939 2.7203
24 H -1.1578 2.9144 0.4322
25 C -5.2876 1.0079 -3.8423
26 C -4.5501 1.7553 -2.9074
27 C -3.6164 1.1555 -2.0736
28 C -3.4615 -0.2448 -2.1262
29 C -2.4518 -0.9022 -1.3723
30 C -2.4692 -2.3027 -1.3401
31 C -3.5421 -3.0535 -1.9954
32 C -4.3919 -2.3957 -2.8023
33 C -4.3602 -0.9983 -2.9403
34 C -5.2392 -0.3260 -3.8400
35 H -5.9455 1.5248 -4.5835
36 H -4.6712 2.8483 -2.8387
37 H -2.9801 1.7536 -1.4805
38 H -1.6816 -2.8507 -0.8176
39 H -3.5032 -4.1507 -1.8794
40 H -5.0902 -2.9923 -3.3537
41 H -5.9196 -0.9638 -4.4549
42 N 0.5816 0.1578 -1.5933
43 C 1.6510 0.2803 -2.0557
44 N 2.8033 0.4429 -2.6629
45 C 3.0990 -0.1518 -3.9841
46 C 4.5865 -0.6231 -3.9857
47 O 5.4812 0.3715 -3.5304
48 C 5.2334 0.7408 -2.1485
49 C 3.8278 1.3825 -2.0776
50 H 2.9023 0.5275 -4.8271
51 H 2.3999 -0.9664 -4.0663
52 H 4.8617 -0.8302 -4.9929
53 H 4.6527 -1.5426 -3.3843
54 H 5.9623 1.5071 -1.8001
55 H 5.2906 -0.1757 -1.5141
56 H 3.8319 2.3291 -2.6459
57 H 3.5119 1.5095 -1.0266